Version i
The following is a DFT calculation (the ωB97M-V functional and the def2-TZVPD basis) of a 2-piece molecular cluster, C5H11N2 overall.

Atoms and positions in Å:
C1 -0.360 1.731 0.963
C2 0.156 0.490 3.025
C3 -0.216 0.211 -1.229
C4 -1.619 0.247 -1.549
C5 1.709 -1.009 -0.284
N1 -0.152 1.193 2.042
N2 0.408 -0.867 -0.730
H1 -0.853 2.581 0.641
H2 1.061 0.859 3.432
H3 -0.292 -0.284 3.529
H4 0.290 1.106 -1.503
H5 -1.740 0.290 -2.636
H6 -2.321 1.065 -1.070
H7 -2.088 -0.665 -1.284
H8 2.360 -1.660 -0.833
H9 2.286 -0.128 -0.605
H10 1.838 -1.213 0.799
H11 -0.223 -1.604 -0.338

- HOMO (alpha / beta): -12.05 / -12.05 eV
- Net charge: +1
- HOMO-LUMO gap (alpha / beta): 7.677 / 7.676 eV

=====

Version ii
The following is a DFT calculation (the ωB97M-V functional and the def2-TZVPD basis) of a 2-piece molecular cluster, C5H11N2 overall.

Atoms and positions in Å:
C1 2.899 0.117 -0.640
C2 0.066 0.488 -0.808
C3 0.055 1.626 -1.658
C4 -1.087 -0.750 2.195
C5 -0.622 -1.236 0.793
N1 1.941 -0.576 -0.444
N2 -0.803 -0.200 -0.220
H1 2.959 1.241 -1.089
H2 3.898 -0.327 -0.348
H3 -0.987 1.918 -1.868
H4 0.720 1.515 -2.582
H5 0.434 2.371 -0.907
H6 -2.187 -0.979 2.235
H7 -0.609 -1.472 2.851
H8 -0.657 0.209 2.242
H9 0.497 -1.510 0.631
H10 -1.096 -2.205 0.397
H11 -1.729 0.214 -0.251

- HOMO (alpha / beta): -13.73 / -13.73 eV
- Net charge: +1
- HOMO-LUMO gap (alpha / beta): 8.912 / 8.912 eV

=====

Relative calculated energies, zero for the most stable structure, unit hartree: version i 0.0000; version ii 0.0191.

=====

Version i
The following is a DFT calculation (the ωB97M-V functional and the def2-TZVPD basis) of an isolated ion of composition C5H11N2 and charge +1.

Atoms and positions in Å:
C1 -0.919 -0.815 -1.030
C2 -0.063 0.251 0.819
C3 -1.557 -1.375 -2.209
C4 -0.131 1.704 0.063
C5 2.422 -0.099 0.717
N1 1.131 -0.478 0.544
N2 -1.086 -0.575 0.151
H1 -0.395 0.364 1.912
H2 -0.918 -2.188 -2.508
H3 -1.500 -0.428 -2.839
H4 -2.606 -1.653 -1.838
H5 0.592 2.567 0.351
H6 -1.158 2.018 0.051
H7 0.068 1.465 -0.939
H8 3.013 -0.914 1.046
H9 2.801 0.008 -0.310
H10 2.639 0.877 1.220
H11 -1.955 -0.718 0.616

- HOMO (alpha / beta): -13.31 / -13.66 eV
- Net charge: +1
- HOMO-LUMO gap (alpha / beta): 7.758 / 9.163 eV

=====

Version ii
The following is a DFT calculation (the ωB97M-V functional and the def2-TZVPD basis) of an isolated ion of composition C5H11N2 and charge +1.

Atoms and positions in Å:
C1 -0.248 0.293 1.491
C2 -0.734 0.325 0.049
C3 -0.600 1.486 -0.814
C4 0.293 1.013 -1.919
N1 0.640 -0.194 -1.963
C5 0.078 -0.861 -0.877
N2 1.013 -1.663 -0.018
H1 -0.908 0.997 2.119
H2 0.846 0.729 1.482
H3 -0.114 -0.671 2.059
H4 -1.817 -0.031 0.041
H5 -0.092 2.182 -0.123
H6 -1.573 2.023 -1.034
H7 0.670 1.681 -2.528
H8 -0.586 -1.635 -1.140
H9 1.679 -0.923 0.483
H10 1.377 -2.402 -0.572
H11 0.373 -1.965 0.761

- HOMO: -14.56 eV
- Net charge: +1
- SMILES: C[C@H]1CC=N[C@H]1[NH3+]
- HOMO-LUMO gap: 10.909 eV

=====

Version iii
The following is a DFT calculation (the ωB97M-V functional and the def2-TZVPD basis) of an isolated ion of composition C5H11N2 and charge +1.

Atoms and positions in Å:
C1 3.232 -0.148 0.067
N1 2.174 0.590 0.114
C2 0.918 -0.086 0.580
C3 -0.054 -0.366 -0.628
N2 -1.283 0.293 -0.350
C4 -1.579 1.390 -0.895
C5 -2.087 -0.491 0.576
H1 3.307 -1.196 0.449
H2 4.009 0.468 -0.149
H3 0.449 0.484 1.363
H4 1.171 -1.104 1.008
H5 0.400 0.054 -1.539
H6 -0.321 -1.380 -0.632
H7 -2.463 1.893 -0.802
H8 -0.826 1.890 -1.520
H9 -3.174 -0.079 0.786
H10 -2.327 -1.412 0.034
H11 -1.545 -0.800 1.539

- HOMO: -13.67 eV
- Net charge: +1
- SMILES: C=NCC[N+](=C)C
- HOMO-LUMO gap: 8.875 eV

=====

Relative calculated energies, zero for the most stable structure, unit hartree: version i 0.1299; version ii 0.0000; version iii 0.0227.

=====

Version i
The following is a DFT calculation (the ωB97M-V functional and the def2-TZVPD basis) of an isolated ion of composition C5H11N2 and charge +1.

Atoms and positions in Å:
C1 0.392 1.777 -2.766
N1 0.557 1.507 -1.554
C2 -0.111 0.453 -0.935
C3 0.536 -0.516 -0.284
C4 -0.169 -1.604 0.476
C5 -0.105 -1.369 1.973
N2 -0.693 -0.005 2.251
H1 -0.242 1.193 -3.441
H2 0.881 2.614 -3.252
H3 -1.200 0.474 -0.991
H4 1.627 -0.546 -0.328
H5 0.233 -2.594 0.262
H6 -1.212 -1.672 0.173
H7 -0.682 -2.099 2.531
H8 0.904 -1.342 2.367
H9 -0.720 0.210 3.247
H10 -1.639 0.052 1.868
H11 -0.137 0.673 1.714

- HOMO: -12.67 eV
- Net charge: +1
- SMILES: C=N/C=C/CC[NH3+]
- HOMO-LUMO gap: 9.209 eV

=====

Version ii
The following is a DFT calculation (the ωB97M-V functional and the def2-TZVPD basis) of an isolated ion of composition C5H11N2 and charge +1.

Atoms and positions in Å:
C1 -1.363 1.582 -1.071
C2 -0.281 0.644 -0.777
C3 -0.659 -0.725 -1.237
C4 -0.583 -0.405 0.235
C5 0.846 -0.617 0.997
N1 1.785 -1.361 0.448
N2 0.925 -0.069 2.182
H1 -2.286 1.169 -0.916
H2 -1.271 1.871 -2.103
H3 -1.311 2.563 -0.495
H4 0.744 1.037 -0.741
H5 0.216 -1.328 -1.494
H6 -1.640 -1.015 -1.550
H7 -1.432 -0.359 0.896
H8 1.925 -1.531 -0.523
H9 2.538 -1.752 0.996
H10 0.024 0.232 2.578
H11 1.822 0.064 2.575

- HOMO: -14.42 eV
- Net charge: +1
- SMILES: C[C@@H]1C[C@H]1C(N)=[NH2+]
- HOMO-LUMO gap: 11.030 eV

=====

Relative calculated energies, zero for the most stable structure, unit hartree: version i 0.0082; version ii 0.0000.

=====

Version i
The following is a DFT calculation (the ωB97M-V functional and the def2-TZVPD basis) of an isolated molecule of C2H8N4.

Atoms and positions in Å:
C1 0.058 0.926 -0.090
C2 1.754 -0.800 -0.050
N1 -1.127 0.070 0.436
N2 -2.379 0.296 -0.170
N3 -1.758 -0.995 -0.154
N4 1.094 0.267 -0.796
H1 -0.404 1.663 -0.749
H2 -3.126 0.390 0.551
H3 0.477 1.410 0.797
H4 2.389 -0.357 0.716
H5 1.049 -1.492 0.421
H6 2.379 -1.369 -0.734
H7 -1.118 0.120 1.478
H8 0.712 -0.130 -1.655

- HOMO: -7.27 eV
- HOMO-LUMO gap: 8.109 eV

=====

Version ii
The following is a DFT calculation (the ωB97M-V functional and the def2-TZVPD basis) of a 2-piece molecular cluster, C2H8N4 overall.

Atoms and positions in Å:
C1 0.811 -1.090 -1.518
N1 0.433 -0.217 0.502
C2 -0.927 -0.020 -0.058
N2 1.074 0.704 1.371
N3 -1.743 0.791 0.737
N4 -1.113 -0.450 -1.208
H1 0.536 -1.155 0.885
H2 1.184 1.587 0.885
H3 0.532 0.856 2.222
H4 -2.574 1.061 0.228
H5 -1.288 1.608 1.125
H6 0.835 -0.477 -2.408
H7 1.815 -1.106 -1.104
H8 0.424 -2.091 -1.658

- HOMO (alpha / beta): -8.34 / -8.34 eV
- HOMO-LUMO gap (alpha / beta): 9.152 / 9.153 eV

=====

Relative calculated energies, zero for the most stable structure, unit hartree: version i 0.0217; version ii 0.0000.

=====

Version i
The following is a DFT calculation (the ωB97M-V functional and the def2-TZVPD basis) of an isolated molecule of C2H8N4.

Atoms and positions in Å:
H1 0.254 2.109 -0.169
N1 -0.513 1.667 0.336
C1 -0.680 0.450 0.064
C2 -1.802 -0.318 0.687
N2 0.062 -0.211 -1.045
N3 1.151 -0.830 -0.253
N4 2.234 0.022 0.027
H2 -2.274 0.291 1.465
H3 -2.544 -0.582 -0.063
H4 -1.412 -1.230 1.134
H5 -0.448 -1.011 -1.414
H6 1.510 -1.584 -0.849
H7 1.996 0.589 0.840
H8 2.466 0.637 -0.760

- HOMO: -8.95 eV
- SMILES: [H]/N=C(/C)NNN
- HOMO-LUMO gap: 9.974 eV

=====

Version ii
The following is a DFT calculation (the ωB97M-V functional and the def2-TZVPD basis) of an isolated molecule of C2H8N4.

Atoms and positions in Å:
H1 0.618 2.094 0.303
N1 1.379 1.425 0.289
C1 0.937 0.204 0.094
N2 1.845 -0.885 -0.030
N3 -0.385 -0.141 -0.025
C2 -1.395 0.887 -0.123
N4 -0.863 -1.357 0.313
H2 1.554 -1.398 -0.846
H3 2.751 -0.421 -0.315
H4 -1.692 1.170 0.926
H5 -1.167 1.749 -0.787
H6 -2.324 0.483 -0.500
H7 -0.368 -1.706 1.146
H8 -0.890 -2.104 -0.446

- HOMO: -8.53 eV
- SMILES: [H]/N=C(/N)N(C)N
- HOMO-LUMO gap: 9.322 eV

=====

Relative calculated energies, zero for the most stable structure, unit hartree: version i 0.0365; version ii 0.0000.

=====

Version i
The following is a DFT calculation (the ωB97M-V functional and the def2-TZVPD basis) of an isolated ion of composition C2H7N4O and charge +1.

Atoms and positions in Å:
H1 -2.487 1.517 0.858
N1 -1.922 1.270 -0.071
N2 -0.699 1.078 -0.017
C1 -0.079 0.052 -0.810
C2 -1.035 -1.080 -0.159
O1 -2.059 -0.868 0.370
N3 1.218 -0.206 -0.545
N4 1.663 -0.168 0.790
H2 -0.242 1.318 0.899
H3 -0.354 0.126 -1.933
H4 -0.482 -2.116 -0.155
H5 2.025 -0.288 -1.144
H6 2.448 0.474 0.955
H7 2.005 -1.109 0.962

- HOMO (alpha / beta): -14.32 / -14.32 eV
- Net charge: +1
- SMILES: [H]/N=[NH+]/[C@H](C=O)NN
- HOMO-LUMO gap (alpha / beta): 8.932 / 8.933 eV

=====

Version ii
The following is a DFT calculation (the ωB97M-V functional and the def2-TZVPD basis) of a 2-piece molecular cluster, C2H7N4O overall.

Atoms and positions in Å:
C1 -2.643 -0.356 -0.031
C2 -2.418 1.184 -0.073
N1 -3.756 -0.902 0.073
N2 -1.263 -0.853 0.003
N3 2.561 -0.288 0.173
N4 -0.429 0.038 0.053
O1 -1.010 1.330 0.078
H1 -2.857 1.521 -0.937
H2 -3.027 1.735 0.809
H3 -3.702 -1.896 0.120
H4 2.396 -1.253 0.329
H5 3.013 0.375 0.778
H6 1.602 -0.062 -0.256
H7 3.167 -0.080 -0.631

- HOMO: -13.99 eV
- Net charge: +1
- HOMO-LUMO gap: 9.928 eV

=====

Relative calculated energies, zero for the most stable structure, unit hartree: version i 0.0481; version ii 0.0000.